An isolated molecule of C5H7NO in a non-equilibrium geometry, computed with ωB97M-V with the def2-TZVPD basis set.

Summary:
Structure (SMILES): [H]/N=C1\[C@H](O)[C@H]1C=C
Energy relative to the best compared isomer or geometry (same formula, charge and spin), kJ/mol: 444.2
LUMO level, eV: 0.6
Total charge: 0

```
14
Properties=species:S:1:pos:R:3:forces:R:3
C 0.794 1.171 -0.405 1.235 -2.216 -2.747
C 1.235 -0.349 -0.043 -0.800 1.386 -2.185
C -0.196 0.118 -0.505 -0.227 0.207 3.699
C -1.270 0.214 0.502 -1.634 -0.911 0.539
C -1.759 -0.792 1.230 0.149 0.554 -0.205
O 1.800 -1.337 -0.858 0.673 0.193 -0.262
N 0.936 2.347 -0.804 -0.056 -0.102 -1.275
H 1.238 -2.131 -0.876 0.119 0.619 0.224
H 1.796 2.482 -1.353 0.517 0.438 1.506
H 1.656 -0.301 0.952 -0.866 -0.399 0.555
H -0.541 -0.187 -1.500 0.697 0.339 0.127
H -1.744 1.193 0.578 0.021 -0.096 0.020
H -1.338 -1.791 1.193 0.005 0.014 -0.049
H -2.608 -0.637 1.888 0.165 -0.026 0.051
```
Positions in Å, forces in eV/Å.



A structure of composition C25H27CaN3O8P2 in a non-equilibrium geometry, computed with ωB97M-V with the def2-TZVPD basis set.

Summary:
LUMO level, eV: -9.3
Total charge: +2

```
66
Properties=species:S:1:pos:R:3:forces:R:3
C 0.103 -3.402 2.378 -0.139 -0.553 -0.805
C -0.196 -4.572 1.694 -0.515 0.146 -0.436
C 0.602 -5.019 0.463 -2.422 0.828 0.052
O 1.441 -5.838 0.638 0.267 0.237 -0.364
O 0.274 -4.463 -0.772 1.255 0.445 0.846
C 1.438 -4.112 -1.538 -0.926 0.185 -1.225
C 1.277 -2.618 -1.933 0.503 0.327 0.143
C 2.594 -1.782 -1.887 -0.406 0.296 -0.710
C 2.710 -1.015 -0.574 1.114 0.055 1.144
C 3.834 0.092 -0.502 -0.498 -0.412 -0.764
C 3.269 1.545 -0.692 0.194 -1.018 0.473
C 2.742 2.107 0.609 -0.412 0.464 0.319
C 3.506 2.214 1.785 0.432 -0.230 -0.054
C 2.991 2.688 2.980 -1.001 0.359 0.676
C 1.632 3.070 3.080 0.816 0.205 -1.096
N 1.032 3.546 4.302 0.747 -1.700 0.367
C 0.399 2.597 4.783 -2.288 0.526 -0.711
O -0.447 1.826 5.036 1.570 0.530 0.464
C 0.864 2.968 1.918 -1.197 0.109 -0.057
C 1.402 2.510 0.709 -0.170 -0.199 -0.575
C 0.446 2.478 -0.503 0.262 0.108 1.332
O 0.750 2.902 -1.587 -0.149 -0.101 -0.191
C -0.938 1.916 -0.198 0.932 0.016 -0.311
C -1.478 2.343 1.019 0.381 0.216 0.097
C -2.726 1.897 1.430 -0.102 -0.462 -0.749
C -3.452 0.983 0.615 0.097 1.555 -0.431
P -5.113 0.422 1.281 -0.352 -0.964 1.455
N -5.621 1.719 2.311 1.272 0.077 -1.269
O -6.244 0.435 0.072 0.961 0.439 0.223
C -2.885 0.540 -0.605 -0.725 -0.463 -0.512
C -3.679 -0.479 -1.441 1.349 -0.456 0.365
C -1.623 1.018 -1.057 0.197 -0.858 1.358
P -0.863 0.547 -2.664 -1.502 5.249 0.123
N -1.154 1.641 -3.742 0.136 -1.722 0.285
O -1.431 -0.868 -3.298 2.058 -1.742 -0.433
O 0.776 0.430 -2.566 -0.962 -2.814 -0.423
C -0.633 3.310 1.895 0.743 -0.749 -0.441
O -1.102 4.233 2.490 -0.458 -0.152 0.075
H 0.653 -3.473 3.324 -1.941 0.293 0.722
H -0.258 -2.448 1.955 2.113 0.070 -0.549
H -1.032 -5.225 1.996 1.852 -1.142 1.046
H 2.380 -4.249 -0.989 -0.387 -0.190 -0.131
H 1.386 -4.737 -2.449 0.611 0.130 0.471
H 0.502 -2.192 -1.274 0.277 -0.007 -0.301
H 0.838 -2.522 -2.976 0.002 -0.880 0.754
H 3.448 -2.455 -2.074 -0.175 0.328 0.209
H 2.631 -1.018 -2.717 -0.030 -0.556 0.320
H 1.751 -0.582 -0.253 0.136 -0.180 -0.217
H 3.006 -1.752 0.198 -0.491 0.171 -0.263
H 4.344 -0.059 0.459 0.007 0.391 -0.408
H 4.550 -0.137 -1.316 -0.105 0.213 0.497
H 4.031 2.200 -1.145 -0.387 -0.191 0.160
H 2.384 1.458 -1.332 0.834 0.230 -0.216
H 4.555 1.894 1.797 -0.414 0.142 -0.182
H 3.573 2.751 3.904 0.046 -0.063 -0.522
H -3.108 2.268 2.382 0.032 -0.132 -0.317
H -5.396 2.616 1.867 -0.559 0.023 0.122
H -5.025 1.714 3.139 -0.513 -0.316 0.169
H -6.599 -0.465 0.065 -0.248 0.237 -0.062
H -2.991 -1.336 -1.585 -0.499 0.241 -0.040
H -4.533 -0.886 -0.894 0.163 0.398 -0.420
H -3.937 -0.099 -2.439 -0.260 -0.018 0.440
H -1.718 2.363 -3.298 0.105 0.354 -0.702
H -1.631 -0.713 -4.235 -1.689 1.083 0.424
H 1.200 0.722 -3.384 -0.020 1.458 0.331
Ca 0.501 -1.447 -4.654 0.475 0.131 0.422
```
Positions in Å, forces in eV/Å.



A structure of composition C26H41BN10O3SiV, computed with ωB97M-V with the def2-TZVPD basis set.

Summary:
Energy relative to the best compared isomer or geometry (same formula, charge and spin), kJ/mol: 11.8
Multiplicity: 2
LUMO level (spin up / spin down), eV: 0.4 / 0.4
Total charge: 0
⟨S²⟩: 0.759

```
83
Properties=species:S:1:pos:R:3:forces:R:3
V -0.162 -0.670 -0.456 -0.371 -0.161 -0.338
C -0.136 -3.109 3.099 -0.096 0.092 0.029
C 0.248 -2.725 1.812 0.063 -0.027 -0.013
N -0.407 -1.632 1.432 0.095 0.126 -0.036
N -1.216 -1.283 2.454 -0.154 -0.052 0.005
C -1.072 -2.158 3.464 0.040 -0.042 -0.023
B -2.189 -0.059 2.479 0.018 -0.187 0.109
N -1.502 1.210 3.039 0.101 0.123 0.098
C -1.381 1.498 4.352 0.054 -0.065 -0.054
C -0.686 2.682 4.474 -0.015 0.004 0.054
C -0.441 3.057 3.144 -0.015 0.001 -0.072
N -0.928 2.168 2.287 -0.041 0.003 -0.021
N -2.778 0.212 1.106 -0.088 0.089 -0.243
C -4.045 0.588 0.859 0.015 -0.008 -0.012
C -4.162 0.884 -0.484 0.013 0.011 0.137
C -2.876 0.669 -0.987 0.001 0.033 -0.218
N -2.051 0.264 -0.033 0.052 -0.199 0.340
H 0.200 -3.958 3.669 -0.006 -0.005 0.002
H 0.957 -3.173 1.132 -0.009 -0.008 0.010
H -1.652 -2.045 4.365 -0.005 -0.025 -0.007
H -3.077 -0.357 3.237 0.011 0.034 0.045
H -1.817 0.846 5.092 0.027 0.034 0.036
H -0.431 3.209 5.377 -0.007 -0.001 0.006
H 0.054 3.941 2.769 -0.005 0.020 0.044
H -4.763 0.621 1.661 -0.017 -0.003 -0.021
H -5.043 1.202 -1.012 0.009 0.012 -0.013
H -2.507 0.772 -1.996 -0.005 -0.019 0.009
C 2.531 -0.608 4.419 -0.040 0.003 0.023
N 3.368 -0.648 3.230 0.038 -0.135 -0.077
C 4.601 -1.408 3.315 0.016 -0.019 0.017
C 2.943 -0.209 2.020 0.163 0.239 0.192
O 3.602 -0.291 0.997 -0.045 -0.070 -0.028
C 1.610 0.522 2.034 -0.038 0.117 -0.059
O 1.130 0.699 0.713 0.210 0.033 0.147
C 1.527 1.930 0.149 -0.001 0.003 -0.099
C 1.009 1.949 -1.275 0.029 -0.002 0.146
O 0.228 1.068 -1.636 0.005 0.142 -0.145
N 1.435 2.921 -2.092 -0.019 -0.005 0.039
C 2.361 3.950 -1.652 -0.017 0.025 0.018
C 1.066 2.900 -3.498 0.010 -0.005 -0.019
H 3.168 -0.776 5.285 -0.002 0.007 0.008
H 2.055 0.365 4.546 -0.001 -0.025 -0.013
H 1.757 -1.381 4.399 0.000 0.005 0.013
H 5.244 -0.995 4.095 -0.010 0.004 -0.001
H 4.396 -2.456 3.552 -0.017 0.007 0.000
H 5.113 -1.357 2.360 -0.005 0.013 -0.014
H 0.848 0.004 2.607 0.010 -0.092 -0.066
H 1.749 1.496 2.515 -0.034 0.008 -0.009
H 1.074 2.751 0.719 0.001 -0.024 -0.029
H 2.618 2.020 0.168 -0.011 -0.031 -0.019
H 2.129 4.282 -0.641 0.017 -0.022 0.000
H 3.398 3.606 -1.690 0.000 0.012 -0.011
H 2.256 4.812 -2.308 0.004 -0.004 -0.008
H 0.551 1.969 -3.716 -0.003 0.008 -0.003
H 0.415 3.742 -3.737 -0.001 -0.006 0.004
H 1.967 2.962 -4.112 0.002 -0.005 0.007
C 3.405 -0.560 -2.203 0.016 0.060 -0.006
C 2.217 -1.206 -2.849 -0.031 -0.086 0.062
C 2.177 -1.483 -4.203 0.032 0.000 0.038
C 1.022 -2.068 -4.728 0.020 0.018 -0.047
C -0.047 -2.350 -3.916 0.013 -0.129 0.010
C 0.060 -2.074 -2.533 0.075 0.000 -0.109
N 1.198 -1.519 -2.037 0.058 0.158 0.067
N -0.885 -2.219 -1.584 -0.149 -0.072 0.233
Si -2.286 -3.231 -1.599 0.046 0.190 -0.166
C -3.019 -3.253 0.121 0.030 -0.014 -0.038
C -1.804 -4.971 -2.125 -0.077 -0.015 0.026
C -3.615 -2.591 -2.775 0.005 -0.088 0.078
H 4.218 -0.423 -2.915 -0.005 -0.009 0.001
H 3.753 -1.142 -1.351 -0.014 -0.023 -0.018
H 3.130 0.416 -1.796 0.016 0.001 -0.015
H 3.030 -1.257 -4.829 -0.013 0.002 -0.011
H 0.966 -2.288 -5.788 -0.009 -0.005 0.006
H -0.959 -2.776 -4.312 0.006 0.004 0.015
H -2.369 -3.752 0.843 0.027 0.006 -0.011
H -3.982 -3.771 0.113 0.004 -0.005 0.001
H -3.188 -2.233 0.470 -0.031 -0.002 0.001
H -0.894 -5.296 -1.617 -0.001 0.021 0.020
H -1.631 -5.045 -3.201 0.020 0.019 0.000
H -2.599 -5.678 -1.871 -0.001 -0.001 -0.023
H -4.029 -1.652 -2.399 0.013 0.003 0.001
H -4.438 -3.307 -2.858 0.001 0.012 0.009
H -3.234 -2.409 -3.782 0.028 -0.004 0.008
```
Positions in Å, forces in eV/Å.



A cluster of 2 separate species, C2H4N2Se in total in a non-equilibrium geometry, computed with ωB97M-V with the def2-TZVPD basis set.

Summary:
Energy relative to the best compared isomer or geometry (same formula, charge and spin), kJ/mol: 222.1
LUMO level, eV: 0.0
Total charge: 0

```
9
Properties=species:S:1:pos:R:3:forces:R:3
C 0.800 -0.158 -1.595 2.369 1.691 1.399
C -0.937 0.475 1.304 -3.314 -2.553 -2.047
N 0.933 -0.993 0.906 -1.214 0.033 -0.216
N -0.012 -0.394 1.094 2.584 0.289 1.786
Se -0.505 1.012 -1.483 0.488 -0.063 -0.466
H 1.871 0.030 -1.151 -2.163 -0.045 -1.244
H 0.699 -1.118 -2.012 -0.387 -1.140 -0.448
H -1.870 -0.059 0.850 1.156 1.749 1.165
H -0.979 1.205 2.088 0.481 0.040 0.072
```
Positions in Å, forces in eV/Å.



Question: Number 1 is which compound?
Answer: C5H7NO



Question: The highest total charge belongs to which entry?
Answer: C25H27CaN3O8P2



Question: Among the records above, which one has the highest total charge?
Answer: C25H27CaN3O8P2